(1)
# C69H165N9O20

20 unconnected molecules or ions with the total composition C69H165N9O20 in a non-equilibrium geometry (ωB97M-V with the def2-TZVPD basis set, OMol25).

Results
Lowest unoccupied orbital energy, eV: 0.151
Orbital gap, eV: 9.059
HOMO energy, eV: -8.91
Total energy, eV: -128580.721
Largest force on an atom, eV/Å: 3.796
Energy relative to the best compared isomer or geometry (same formula, charge and spin), kJ/mol: 3.0

The geometry in ORCA input format:
```
! wB97M-V def2-TZVPD RIJCOSX def2/J DEFGRID3
* xyz 0 1
C -1.26865 -4.24760 -6.28295
C -2.53469 -4.59484 -5.47491
O -2.93799 -3.79794 -4.62582
C -3.23591 -5.88439 -5.71973
H -1.28782 -4.81845 -7.21131
H -0.40904 -4.59375 -5.70906
H -1.23904 -3.19449 -6.56260
H -2.55374 -6.73438 -5.70352
H -3.66093 -5.91190 -6.72307
H -4.03031 -5.95650 -4.97688
C 3.04763 1.96870 -0.84778
C 3.09576 2.73031 -2.13866
O 2.10044 3.22116 -2.67697
C 4.47667 2.60152 -2.85955
H 3.42962 0.97801 -1.09421
H 2.00242 1.81417 -0.57989
H 3.58518 2.48793 -0.05435
H 4.85800 1.58048 -2.87234
H 5.25269 3.18483 -2.36393
H 4.36451 2.93967 -3.88968
C 4.30074 -0.44437 4.89194
C 3.05975 -0.03524 5.63315
O 2.78023 -0.49033 6.76086
C 2.20626 0.98965 4.98286
H 5.21822 -0.01451 5.29389
H 4.16911 -0.36940 3.81252
H 4.39977 -1.51022 5.09752
H 1.69995 0.46497 4.17264
H 2.82919 1.77767 4.55967
H 1.44489 1.40501 5.64308
C -5.69371 -4.63624 -2.30331
C -6.92840 -3.92902 -2.79732
O -7.77144 -3.47009 -2.06264
C -6.95732 -3.77166 -4.28945
H -5.76539 -5.70840 -2.48615
H -5.57015 -4.43447 -1.23929
H -4.82294 -4.27824 -2.85258
H -6.11643 -4.17190 -4.85585
H -6.90489 -2.75211 -4.67141
H -7.90563 -4.18129 -4.63731
C -0.99782 -0.73102 5.64055
C -1.66510 0.03859 4.61817
O -1.07538 0.99700 4.07970
C -2.90349 -0.56220 3.95135
H -1.04822 -1.79592 5.41352
H -1.51675 -0.64817 6.59550
H -0.00170 -0.30975 5.77611
H -2.63097 -0.77810 2.91828
H -3.79930 0.05123 4.04793
H -3.09065 -1.52689 4.42300
C -2.59626 -5.85360 -0.33273
C -3.00926 -6.79090 -1.51961
O -4.05417 -7.44959 -1.48092
C -2.06437 -6.81943 -2.68251
H -1.55132 -6.07536 -0.11591
H -3.19860 -5.98741 0.56581
H -2.67358 -4.78812 -0.54922
H -2.01638 -5.78934 -3.03564
H -2.30499 -7.51646 -3.48522
H -1.08966 -7.07902 -2.26942
C 1.64929 -4.75128 -2.03506
C 1.98741 -5.66866 -0.88595
O 1.13531 -6.25198 -0.25889
C 3.47011 -5.83994 -0.58637
H 2.37433 -3.94283 -2.12893
H 0.64419 -4.35805 -1.88258
H 1.65345 -5.39538 -2.91439
H 4.08615 -5.80922 -1.48506
H 3.61775 -6.80050 -0.09279
H 3.84577 -5.09201 0.11191
C 2.62735 -3.48598 2.28326
C 1.78335 -3.26791 3.47723
O 0.70520 -2.72930 3.39940
C 2.42607 -3.69768 4.74374
H 3.70794 -3.53625 2.41701
H 2.40061 -2.65338 1.61733
H 2.42840 -4.45109 1.81735
H 2.16271 -3.00330 5.54161
H 3.49311 -3.84749 4.57924
H 2.05399 -4.71768 4.83993
C 1.36451 -2.17243 -4.91179
C 2.59499 -1.30507 -5.27305
O 3.32136 -1.45392 -6.27692
C 2.93086 -0.11136 -4.31324
H 1.32587 -2.11243 -3.82413
H 1.53578 -3.20406 -5.21922
H 0.47967 -1.86231 -5.46764
H 2.05624 0.53743 -4.26617
H 3.85012 0.43250 -4.53064
H 3.12369 -0.49201 -3.31023
C 8.60798 -0.44560 3.93654
C 7.49932 -0.49862 2.82417
O 7.09932 -1.56664 2.38659
C 6.71409 0.74974 2.47172
H 8.17417 -0.19079 4.90348
H 9.41161 0.22788 3.63870
H 9.07368 -1.41524 4.11270
H 6.29923 0.59110 1.47632
H 7.45627 1.54576 2.53188
H 5.92382 1.02354 3.17072
C 4.45787 -1.76086 -0.21737
C 5.63539 -1.43979 -1.03561
O 5.71309 -0.46014 -1.71672
C 6.75657 -2.41659 -0.99025
H 4.81772 -1.85295 0.80738
H 4.12763 -2.68377 -0.69410
H 3.68733 -0.99599 -0.31406
H 7.42367 -2.33532 -1.84843
H 6.43706 -3.45556 -0.90936
H 7.34152 -1.97691 -0.18241
C -1.13977 5.84693 -1.56479
C -2.56456 5.35615 -1.63633
C -2.57630 4.02252 -0.77054
O -2.42043 4.33500 0.62510
C -2.50165 3.23692 1.52344
N -3.34152 6.42364 -1.03119
H -0.41662 5.14292 -1.97652
H -0.70639 5.91192 -0.56676
H -0.96534 6.67189 -2.25553
H -2.80757 5.02035 -2.64444
H -1.91463 3.23020 -1.12059
H -3.61356 3.72079 -0.91599
H -3.49131 2.84091 1.75116
H -2.14916 3.59335 2.49132
H -1.83918 2.45275 1.15695
H -2.87062 6.39933 -0.13802
H -4.25886 6.02218 -0.89920
C -2.90280 -1.30574 -7.59372
C -3.82427 -0.31791 -8.35130
C -4.49865 0.70022 -7.31190
O -5.49346 0.26951 -6.47509
C -6.72309 0.06452 -7.07423
N -3.06341 0.36811 -9.37391
H -2.20700 -1.81492 -8.26058
H -3.40258 -2.08951 -7.02449
H -2.28406 -0.73939 -6.89765
H -4.59134 -0.93379 -8.82078
H -4.90624 1.52237 -7.90014
H -3.81106 1.19141 -6.62339
H -7.37459 0.92793 -7.20906
H -7.31866 -0.67090 -6.53334
H -6.69218 -0.39002 -8.06446
H -2.26109 0.78144 -8.92055
H -2.63571 -0.38227 -9.89746
C -1.53945 2.56150 -4.87504
C -0.31136 2.86525 -5.69947
C -0.52595 2.86583 -7.24357
O -1.10173 1.63746 -7.78239
C -0.10521 0.65593 -8.06251
N 0.28672 4.00726 -5.12453
H -2.40206 3.19296 -5.08780
H -1.28376 2.61619 -3.81686
H -1.84919 1.56136 -5.17815
H 0.41435 2.07250 -5.51785
H 0.33948 3.18978 -7.82167
H -1.21377 3.66516 -7.51939
H -0.58903 -0.06399 -8.72261
H 0.18822 0.14402 -7.14602
H 0.79948 1.09525 -8.48280
H 0.30723 3.78382 -4.13977
H 1.25878 4.06215 -5.39321
C 6.73466 3.75227 7.16066
C 6.74773 2.85390 5.92780
C 6.08940 3.51804 4.77812
O 4.68805 3.59643 5.01928
C 3.92483 4.24639 3.97701
N 8.09680 2.49180 5.55383
H 5.79326 4.26332 7.36242
H 7.40449 4.60607 7.05844
H 7.06201 3.11135 7.97929
H 6.24110 1.92837 6.20132
H 6.33261 2.97757 3.86333
H 6.59725 4.47501 4.65814
H 4.04714 3.90820 2.94805
H 4.31378 5.25746 3.85638
H 2.87016 4.34792 4.23287
H 8.62272 2.24040 6.37864
H 8.51523 3.31188 5.13851
C -3.51476 -4.74465 2.90695
C -2.35694 -5.09651 3.78028
C -1.23246 -5.93469 3.02510
O -0.15257 -6.25049 3.87814
C 0.83207 -7.04862 3.29905
N -1.82246 -3.88829 4.28121
H -4.10289 -5.59138 2.55304
H -3.24029 -4.22282 1.99019
H -4.32395 -4.16537 3.35164
H -2.75464 -5.67647 4.61309
H -0.82168 -5.30697 2.23432
H -1.73634 -6.81407 2.62398
H 0.44146 -7.84057 2.66005
H 1.56571 -7.48838 3.97469
H 1.47836 -6.47027 2.63881
H -1.59829 -3.24660 3.53416
H -0.88896 -4.19151 4.51939
C 1.14378 4.24052 1.42467
C 1.71781 5.61729 0.96633
C 1.28123 6.79599 1.90494
O 1.79892 6.64763 3.17881
C 1.13252 7.41478 4.14875
N 3.15641 5.48704 1.03281
H 0.10608 4.12360 1.11226
H 1.22089 4.06563 2.49778
H 1.67599 3.43667 0.91606
H 1.40920 5.85349 -0.05203
H 0.19339 6.79876 1.83638
H 1.60613 7.76762 1.53280
H 1.15441 8.48932 3.96716
H 1.48762 7.23075 5.16272
H 0.06204 7.21699 4.20404
H 3.38236 5.52969 2.01628
H 3.74269 6.19434 0.61316
C -3.27824 6.58804 7.80049
C -1.79177 6.36619 7.99652
C -1.04044 6.15425 6.67135
O -1.33190 4.90057 6.09895
C -0.59878 4.58741 4.98215
N -1.14474 7.43220 8.68256
H -3.74504 6.90939 8.73158
H -3.82760 5.67646 7.56526
H -3.46836 7.38800 7.08493
H -1.72378 5.47327 8.61794
H 0.02545 6.22873 6.88679
H -1.30852 6.99293 6.02881
H -0.90880 5.02825 4.03470
H -0.61725 3.50567 4.84949
H 0.44422 4.87392 5.11690
H -0.30885 7.12454 9.15873
H -1.73891 7.76675 9.42763
C -4.60899 -2.10549 0.88871
C -4.94263 -0.72592 0.38522
C -5.29032 -0.66454 -1.15971
O -4.26103 -0.82591 -2.07860
C -4.67601 -0.89562 -3.47495
N -6.01304 -0.25207 1.20734
H -4.22840 -2.20436 1.90531
H -3.87449 -2.58608 0.24246
H -5.43261 -2.81931 0.90248
H -4.15868 0.01050 0.56188
H -5.77525 0.29869 -1.31824
H -5.97375 -1.47015 -1.42809
H -5.50266 -1.56873 -3.70226
H -3.78715 -1.26767 -3.98448
H -4.83298 0.11905 -3.84089
H -5.72245 -0.21623 2.17397
H -6.75663 -0.92139 1.06886
C -1.07875 -0.59821 -2.89122
C -1.00047 -1.73177 -1.77265
C -0.94435 -1.16397 -0.32775
O 0.19617 -0.32258 -0.19034
C 0.41809 0.19396 1.16224
N -2.08092 -2.62952 -1.87321
H -2.03969 -0.10838 -2.73390
H -1.00872 -1.06057 -3.87581
H -0.26295 0.11921 -2.80240
H -0.10353 -2.30471 -2.00787
H -0.75456 -1.99995 0.34546
H -1.87631 -0.72365 0.02677
H 1.48779 0.32127 1.32852
H 0.13868 -0.62112 1.82983
H -0.00804 1.15546 1.44864
H -2.85062 -1.97938 -1.80259
H -2.19175 -2.98480 -2.81214
*
```

=====

(2)
# C6H8Cl2NO2

2 unconnected molecules or ions with the total composition C6H8Cl2NO2 in a non-equilibrium geometry (ωB97M-V with the def2-TZVPD basis set, OMol25).

Results
Lowest unoccupied orbital energy, eV: 3.124
Orbital gap, eV: 7.995
HOMO energy, eV: -4.87
Total energy, eV: -36982.637
Largest force on an atom, eV/Å: 3.850
Energy relative to the best compared isomer or geometry (same formula, charge and spin), kJ/mol: 14.7

The geometry in ORCA input format:
```
! wB97M-V def2-TZVPD RIJCOSX def2/J DEFGRID3
* xyz -1 1
C 0.42692 -1.17707 -2.04267
C 1.23203 -0.35653 0.31957
C 0.11064 -0.05162 1.38833
C -0.96109 2.02327 1.71308
C 0.67833 -0.06671 -0.98199
C 0.44537 1.15666 -1.47444
N 0.06960 1.34470 1.77373
O 0.80679 -1.00815 -3.19362
O -0.26067 -2.20020 -1.71684
Cl -2.70103 1.49274 1.36574
Cl -1.79636 -2.74381 0.50286
H 2.22165 0.22730 0.50234
H 1.53936 -1.35348 0.39225
H -0.79102 -0.34767 1.00376
H 0.43990 -0.59636 2.25400
H -0.93025 2.99247 2.06365
H -0.05104 1.31722 -2.48131
H 0.47369 2.03354 -0.81879
H -0.95283 -2.68630 -0.56965
*
```

=====

(3)
# C5H32N10O11

A molecular structure, C5H32N10O11 in a non-equilibrium geometry (ωB97M-V with the def2-TZVPD basis set, OMol25).

Results
Lowest unoccupied orbital energy, eV: -0.114
Orbital gap, eV: 7.028
HOMO energy, eV: -7.14
Total energy, eV: -43103.733
Largest force on an atom, eV/Å: 19.403
Energy relative to the best compared isomer or geometry (same formula, charge and spin), kJ/mol: 2799.4

The geometry in ORCA input format:
```
! wB97M-V def2-TZVPD RIJCOSX def2/J DEFGRID3
* xyz 0 1
O 0.21353 2.34658 0.40364
H 0.29697 2.65364 1.30641
H -0.43053 1.63993 0.44907
O -1.88543 -1.14221 -1.38195
H -0.97198 -1.18138 -1.66533
H -2.06391 -0.20781 -1.27578
O -1.95751 -1.86695 2.01307
H -2.46721 -2.67050 1.90941
H -1.45741 -1.79343 1.20021
O -0.73387 -2.44945 0.07576
H -0.95041 -3.27104 -0.36507
H -1.15129 -1.77341 -0.45806
O -0.63581 0.35313 0.27801
H -0.10728 -0.03594 -0.41877
H -0.48386 -0.20968 1.03722
O -2.50039 0.95956 0.70289
H -1.61918 0.71155 0.42326
H -2.43365 1.89225 0.90751
C -1.70935 1.90624 -1.77578
O -1.15832 0.84794 -1.92103
N -1.34185 2.83965 -0.96105
N -2.79781 2.10911 -2.44609
H -0.53500 2.70927 -0.36765
H -1.74954 3.76355 -0.97820
H -3.19203 3.03893 -2.45730
H -3.14034 1.55350 -3.21686
C 2.27854 -2.11199 0.78242
O 3.37668 -2.49099 0.90303
N 1.76848 -1.05069 1.38673
N 1.28718 -2.84523 0.35581
H 2.40162 -0.43680 1.87905
H 0.81012 -0.83919 1.14816
H 1.39524 -3.83780 0.20337
H 0.36041 -2.44574 0.31582
C 2.34776 1.63619 -1.29727
O 3.47361 1.82127 -1.80487
N 1.24172 1.76126 -1.97857
N 2.12686 1.26155 -0.09718
H 0.35551 1.60274 -1.52074
H 1.27276 2.45546 -2.71152
H 2.98354 1.20209 0.43449
H 1.28246 1.69168 0.25222
C -0.17491 -0.06858 3.05170
O 0.36529 -0.32009 1.96599
N -1.13678 -0.83317 3.49939
N 0.25469 0.82105 3.96916
H -1.34211 -1.69650 3.01709
H -1.68788 -0.51338 4.28304
H -0.42505 0.90918 4.71097
H 0.81997 1.62765 3.74566
C 1.00496 -1.22569 -1.94762
O -0.00384 -0.94488 -1.25491
N 1.74341 -2.25068 -1.87353
N 1.54308 -0.31612 -2.69603
H 2.39749 -2.46003 -2.61410
H 1.54610 -2.90523 -1.13008
H 0.97480 0.51836 -2.66795
H 2.32180 -0.43856 -3.32745
*
```

=====

(4)
# C2H8N2

2 unconnected molecules or ions with the total composition C2H8N2 in a non-equilibrium geometry (ωB97M-V with the def2-TZVPD basis set, OMol25).

Results
Lowest unoccupied orbital energy, eV: 1.050
Orbital gap, eV: 10.251
HOMO energy, eV: -9.20
Total energy, eV: -5183.042
SMILES: [H]/N=C/N.C
Largest force on an atom, eV/Å: 2.187
Energy relative to the best compared isomer or geometry (same formula, charge and spin), kJ/mol: 67.1

The geometry in ORCA input format:
```
! wB97M-V def2-TZVPD RIJCOSX def2/J DEFGRID3
* xyz 0 1
H -1.08136 -0.93484 0.48974
N -1.27241 -0.26142 -0.25248
C -2.35529 0.37064 0.00922
N -3.19148 0.87117 -0.96145
H -2.47291 0.80970 1.01142
H -3.56819 1.76412 -0.66460
H -2.72073 0.93908 -1.85515
C 5.52109 -0.89156 0.94120
H 6.34913 -0.59862 0.27940
H 4.64836 -1.00714 0.30554
H 5.77831 -1.85360 1.37758
H 5.56645 -0.10748 1.69636
*
```

=====

The highest total energy belongs to which entry? C2H8N2

=====

Please write out number 2 again, unchanged.
# C6H8Cl2NO2

2 unconnected molecules or ions with the total composition C6H8Cl2NO2 in a non-equilibrium geometry (ωB97M-V with the def2-TZVPD basis set, OMol25).

Results
Lowest unoccupied orbital energy, eV: 3.124
Orbital gap, eV: 7.995
HOMO energy, eV: -4.87
Total energy, eV: -36982.637
Largest force on an atom, eV/Å: 3.850
Energy relative to the best compared isomer or geometry (same formula, charge and spin), kJ/mol: 14.7

The geometry in ORCA input format:
```
! wB97M-V def2-TZVPD RIJCOSX def2/J DEFGRID3
* xyz -1 1
C 0.42692 -1.17707 -2.04267
C 1.23203 -0.35653 0.31957
C 0.11064 -0.05162 1.38833
C -0.96109 2.02327 1.71308
C 0.67833 -0.06671 -0.98199
C 0.44537 1.15666 -1.47444
N 0.06960 1.34470 1.77373
O 0.80679 -1.00815 -3.19362
O -0.26067 -2.20020 -1.71684
Cl -2.70103 1.49274 1.36574
Cl -1.79636 -2.74381 0.50286
H 2.22165 0.22730 0.50234
H 1.53936 -1.35348 0.39225
H -0.79102 -0.34767 1.00376
H 0.43990 -0.59636 2.25400
H -0.93025 2.99247 2.06365
H -0.05104 1.31722 -2.48131
H 0.47369 2.03354 -0.81879
H -0.95283 -2.68630 -0.56965
*
```

=====

lowest unoccupied orbital energy of number 4 (C2H8N2)? 1.050 eV

=====

Look up the HOMO energy of the fourth one. -9.20 eV